(1)
Formula: C31H51ClInP2
Source: the Open Molecules 2025 dataset
Level of theory: the ωB97M-V functional and the def2-TZVPD basis

The geometry in XYZ format:
```
86
Properties=species:S:1:pos:R:3:forces:R:3
In 0.083225 -0.001702 -0.066901 0.5450 0.1269 0.0905
C -1.674307 1.581905 0.110470 -1.3524 -1.4211 0.8728
C -2.065255 0.634659 -0.952882 -0.0113 -0.7053 2.1141
C -1.914469 -0.585081 1.075625 -0.6856 0.9633 -1.0488
C -1.663155 0.835600 1.367399 -0.5748 -0.1787 -1.5052
C -2.204277 -0.722303 -0.360769 -0.4012 1.9519 1.4726
C -1.724895 3.089461 -0.023188 -0.0029 0.2968 -0.1236
H -1.395646 3.463917 -1.011191 -0.1259 -0.3746 0.3706
H -1.119559 3.629570 0.725524 -0.2303 -0.4143 -0.2137
H -2.765935 3.450146 0.109675 0.4446 -0.2502 -0.0612
C -1.644014 1.424091 2.732124 0.0477 0.1931 0.8534
H -1.445939 2.507426 2.752317 -0.0737 -0.4314 -0.2037
H -0.914195 0.958492 3.413436 -0.4739 0.1551 -0.4644
H -2.623063 1.286325 3.218207 0.1237 -0.0102 -0.2748
C -2.139390 -1.660992 2.108512 -0.2508 -0.2749 0.3703
H -3.216754 -1.752840 2.347690 0.3576 0.0817 -0.2295
H -1.632489 -1.451043 3.062905 -0.1692 0.0806 -0.3870
H -1.805845 -2.669173 1.793670 -0.1331 0.5495 -0.0107
C -3.066087 -1.854662 -0.836677 -0.4799 -0.6473 -0.4582
H -4.118778 -1.609575 -0.597917 0.3614 0.0157 -0.0507
H -2.873986 -2.808047 -0.311623 0.0757 0.5712 -0.1154
H -3.070160 -2.101945 -1.914478 0.3426 0.4078 0.3861
C -2.861936 1.150834 -2.074399 -0.6294 0.4696 -1.3480
H -3.803683 1.561995 -1.661945 0.3249 -0.1371 0.0131
H -3.189252 0.398989 -2.802396 0.3737 0.0694 0.1313
H -2.407805 1.998922 -2.618938 -0.0136 -0.4732 0.1722
C 1.555198 0.400388 -3.428229 -0.5441 1.0978 0.0112
C 0.532763 1.274361 -3.580389 1.1065 -0.1754 0.4551
C -0.046521 1.620529 -4.915398 0.1655 0.8426 -0.1879
C -0.917414 0.469822 -5.469084 -0.3334 -0.1168 -0.4743
C -0.962890 -0.745500 -4.575811 -0.2691 -1.2369 -0.8462
C 0.073378 -1.596525 -4.491824 -0.9330 -0.5497 -0.7231
C 1.368483 -1.376906 -5.214586 0.0660 -0.4111 -0.4954
C 2.236403 -0.267474 -4.582440 0.8261 0.1095 -0.0322
H 0.758126 1.855654 -5.627119 -0.1619 -0.1488 0.1417
H -0.500601 0.175678 -6.445056 0.0232 -0.0972 0.3017
H -0.633360 2.556240 -4.836092 0.2095 -0.5149 0.0215
H 2.508242 0.473086 -5.346367 -0.1358 -0.1178 0.1447
H 1.954301 0.045737 -2.474288 -0.3823 0.5018 0.2376
H 0.001629 1.777852 -2.767586 0.4490 -0.4569 0.2987
H 3.200005 -0.688384 -4.240531 -0.4420 0.1488 -0.0980
H 1.920329 -2.326293 -5.310871 -0.1159 0.3610 0.3089
H -0.070144 -2.606332 -4.089834 -0.0843 0.4869 0.3282
H 1.164345 -1.102609 -6.260051 -0.1199 0.0478 0.2324
H -1.926700 0.815938 -5.743157 0.2560 -0.0614 0.4992
H -1.946881 -1.075637 -4.213380 0.5027 0.2630 0.1480
P 1.707994 1.739328 0.579914 1.6994 1.5585 1.2269
C 1.387698 2.582849 2.174423 -0.2941 0.2328 0.6555
H 2.265870 3.206694 2.412293 -0.1748 -0.2390 -0.3832
H 1.247150 1.927868 3.042526 0.0910 0.2156 -0.6263
H 0.525738 3.265793 2.131626 0.2517 -0.3167 -0.1683
C 3.431126 1.230509 0.843656 0.8752 -0.3070 -0.0977
H 3.989229 2.089577 1.262331 -0.3526 -0.2976 -0.2424
H 3.929120 0.949710 -0.097089 -0.2409 0.0931 0.1569
H 3.533819 0.392881 1.547078 -0.3841 0.2316 -0.1881
C 1.954259 3.260286 -0.379311 0.2040 0.6954 -0.7993
H 2.454934 3.077774 -1.338772 -0.2286 -0.0840 0.1278
H 2.615398 3.935895 0.198796 -0.3324 -0.4425 -0.1715
H 1.022540 3.813831 -0.574878 0.2382 -0.3658 0.0933
P 0.964166 -2.261929 -0.246375 1.1237 -3.2070 1.5933
C -0.197331 -3.637095 -0.631339 -0.6752 -0.5677 -1.1110
H 0.404488 -4.480378 -1.014454 -0.2114 0.3486 0.1154
H -0.992691 -3.435086 -1.348702 0.3047 0.1663 -0.2202
H -0.718241 -4.007562 0.276289 0.5733 0.5293 -0.3400
C 2.620797 -2.608586 -0.920902 0.7388 -0.3907 -1.2107
H 2.605802 -2.806569 -1.998067 0.0040 0.3376 0.0122
H 3.035310 -3.530851 -0.468785 -0.4455 0.5261 -0.0788
H 3.352211 -1.807643 -0.715651 -0.5445 -0.1164 -0.0307
C 1.384381 -3.162964 1.298789 0.2101 -0.3126 1.0128
H 1.602560 -4.218534 1.057611 -0.1853 0.3756 -0.3918
H 0.567372 -3.184250 2.027353 0.2510 0.1532 -0.2643
H 2.279509 -2.765495 1.777730 -0.2844 0.2384 -0.1636
Cl 0.545271 1.598311 5.246251 -0.0539 0.2453 -0.6149
C 1.114527 -0.059756 5.157169 0.6286 -1.4121 -0.4604
C 1.392950 -0.493398 6.447442 0.3570 -0.7684 0.6053
C 1.843619 -1.782783 6.722013 -0.1032 0.3764 -0.0391
C 2.010317 -2.648914 5.661816 -0.0862 0.0102 0.2756
C 1.739140 -2.236876 4.370076 0.1053 -0.1633 0.0044
C 1.298929 -0.930426 3.978603 0.5235 -0.1956 3.1523
C 1.047269 -0.675627 2.595613 -2.7952 1.9511 -1.8992
H 1.263170 0.162824 7.311165 -0.0758 0.0406 -0.5214
H 2.050183 -2.097033 7.738473 -0.0310 0.1205 -0.0636
H 2.354646 -3.664560 5.858815 -0.0934 0.2002 -0.2150
H 1.909204 -3.048742 3.660191 -0.1537 0.7472 -0.1274
H 0.160181 -1.337539 2.322519 1.3944 0.6987 0.2243
H 0.558144 0.353568 2.485512 0.7006 -1.4928 0.5491
```
Positions in Å, forces in eV/Å.

The LUMO energy comes out at -2.87 eV. As for the total charge: +1. The value obtained for the total energy is -2544.3857 Eh. The spin multiplicity is 1. For the frontier orbital gap, the calculation gives 5.9 eV. The HOMO energy comes out at -8.7 eV. The strongest force on any atom is 0.07589 Eh/bohr.

Löwdin atomic charge list, values in e, 8 entries:
1. In 0.617
2. C -0.298
3. C -0.279
4. C -0.272
5. C -0.258
6. C -0.272
7. C -0.035
8. H 0.082



(2)
Formula: C31H25N2O5PPb
Source: the Open Molecules 2025 dataset
Level of theory: the ωB97M-V functional and the def2-TZVPD basis

The geometry in XYZ format:
```
65
Properties=species:S:1:pos:R:3:forces:R:3
Pb 0.636973 0.662933 0.055947 -0.1918 0.2563 0.1637
O 0.809508 6.332877 3.885641 0.0225 0.0249 0.0617
C 0.169780 5.601020 2.956597 -0.0069 -0.0363 -0.0924
O -0.796993 6.012272 2.403534 -0.0445 -0.0550 0.0858
C 0.727622 4.230957 2.685089 0.0157 -0.0027 -0.1161
C 1.626717 3.514839 3.452958 -0.0777 0.0231 0.0597
N 1.796986 2.317111 2.877654 0.0405 -0.1066 -0.0174
N 1.060607 2.210659 1.768269 0.0405 0.1537 -0.0842
C 0.402451 3.358556 1.618732 -0.0499 -0.0166 0.1538
C -0.497918 3.470854 0.404693 0.1548 0.0332 -0.1737
O -1.060466 4.462257 0.075635 0.0161 0.0495 0.1150
O -0.564448 2.338325 -0.312663 -0.0173 -0.2617 0.1209
H 1.631417 5.942109 4.200181 0.0303 0.0136 -0.0555
H 2.140535 3.748889 4.371947 -0.0244 0.0349 0.0085
H 2.355562 1.542304 3.199379 0.0180 0.0263 0.0082
C -1.462947 -4.870804 -3.015516 -0.0005 0.0040 -0.0025
C -2.110495 -3.795335 -3.607221 0.0003 -0.0053 0.0015
C -1.685586 -2.500934 -3.352437 -0.0451 0.0368 0.0056
C -0.606629 -2.292834 -2.493149 0.1214 0.0303 -0.0148
C 0.047727 -3.377851 -1.898960 0.0431 -0.0089 0.0179
C -0.381307 -4.664635 -2.164878 -0.0090 -0.0005 -0.0038
P 0.001157 -0.651166 -2.154039 -0.0463 0.0129 -0.2519
C -0.730894 0.596854 -3.206576 0.0243 -0.0974 0.0508
C 0.044066 1.321875 -4.109946 0.0449 0.0058 -0.0455
C -0.543349 2.337821 -4.848142 -0.0281 0.0011 -0.0020
C -1.888267 2.633100 -4.678717 0.0099 -0.0171 0.0103
C -2.658185 1.916213 -3.769347 -0.0020 0.0173 -0.0218
C -2.082694 0.902751 -3.027386 -0.0318 -0.0144 0.0370
C 1.808394 -0.547162 -2.224095 -0.1654 0.0737 0.2075
C 2.612190 -1.020478 -3.257523 0.0524 -0.0178 -0.0477
C 3.970707 -0.737744 -3.231843 -0.0067 -0.0024 0.0013
C 4.523172 0.014829 -2.201555 0.0093 -0.0235 -0.0258
C 3.734211 0.485582 -1.155803 0.0062 -0.0264 0.0865
C 2.390841 0.172572 -1.178291 0.2049 -0.1357 -0.2690
H -1.793808 -5.878730 -3.226797 -0.0052 -0.0024 0.0039
H -2.941677 -3.964158 -4.277696 -0.0013 0.0024 -0.0047
H -2.178629 -1.664682 -3.829875 0.0013 -0.0021 -0.0066
H 0.908793 -3.216906 -1.258693 -0.0110 -0.0024 0.0127
H 0.128761 -5.509164 -1.721972 0.0100 0.0037 -0.0017
H 1.095565 1.102818 -4.244298 -0.0059 -0.0053 0.0131
H 0.051707 2.901034 -5.553620 0.0040 -0.0014 -0.0012
H -2.340380 3.431357 -5.251361 0.0029 0.0044 -0.0015
H -3.702602 2.158747 -3.631409 -0.0034 0.0006 0.0026
H -2.681837 0.364846 -2.300958 0.0047 -0.0020 0.0072
H 2.185874 -1.592155 -4.072746 -0.0142 0.0139 -0.0040
H 4.607241 -1.100109 -4.027591 -0.0058 -0.0078 -0.0027
H 5.584458 0.224813 -2.206119 -0.0006 0.0138 0.0236
H 4.180302 1.050462 -0.348783 -0.0040 0.0219 -0.0062
C -1.107973 -2.339901 1.364442 -0.0144 -0.0247 -0.0029
C -0.569386 -1.368608 2.359169 0.0640 0.1194 -0.0576
O 0.166952 -0.414966 1.988766 -0.0986 -0.0674 -0.0105
C -0.867196 -1.504017 3.768800 -0.0309 -0.0471 0.0966
C -0.522303 -0.473305 4.656987 -0.0071 -0.0146 -0.0194
C -0.813334 -0.591810 5.998459 -0.0105 -0.0105 0.0220
C -1.441534 -1.741321 6.470887 -0.0040 -0.0050 0.0048
C -1.789333 -2.769104 5.603169 0.0072 0.0126 0.0040
C -1.511814 -2.650883 4.255323 0.0183 0.0255 -0.0146
H -0.899650 -2.019175 0.348001 -0.0008 0.0022 -0.0107
H -2.181438 -2.476533 1.489372 -0.0044 0.0093 0.0173
H -0.635916 -3.312138 1.525972 -0.0015 -0.0033 -0.0130
H -0.053891 0.423614 4.276033 0.0020 -0.0038 -0.0126
H -0.564073 0.205125 6.685045 0.0034 0.0069 -0.0049
H -1.667615 -1.832187 7.525053 0.0005 0.0001 0.0007
H -2.278543 -3.655881 5.980395 -0.0026 -0.0035 -0.0027
H -1.787165 -3.455699 3.587875 0.0001 -0.0028 -0.0029
```
Positions in Å, forces in eV/Å.

The LUMO energy comes out at -7.39 eV. As for the total charge: +2. The value obtained for the total energy is -2215.6511 Eh. The spin multiplicity is 1. For the frontier orbital gap, the calculation gives 7.0 eV. The HOMO energy comes out at -14.4 eV. The strongest force on any atom is 0.00708 Eh/bohr. Its energy above the lowest of the compared OMol25 structures with the same formula, charge and spin is 64.1 kcal/mol.

Löwdin atomic charge list, values in e, 8 entries:
1. Pb 1.521
2. O 0.150
3. C -0.464
4. O 0.186
5. C -0.012
6. C 0.023
7. N 0.051
8. N -0.037



(3)
Formula: C2H3N3O
Source: the Open Molecules 2025 dataset
Level of theory: the ωB97M-V functional and the def2-TZVPD basis

The geometry in XYZ format:
```
9
Properties=species:S:1:pos:R:3:forces:R:3
C 0.597036 1.079759 0.067117 0.1102 1.1918 -0.0396
C 0.601662 -1.086259 0.081163 0.1136 -1.0810 -0.0608
N 1.832514 0.670268 0.004029 -0.0984 1.8015 0.0167
N 1.835462 -0.673358 0.012042 -0.0552 -1.8301 0.0445
N -0.180514 -0.004714 0.113038 -3.4042 -0.0859 0.0335
O -2.520723 -0.069509 0.234024 3.4196 -0.0406 0.7354
H 0.262170 2.093715 0.083387 -0.1542 0.1966 0.0088
H 0.264430 -2.097265 0.102857 -0.1555 -0.2755 0.0214
H -2.692039 0.087367 -0.697655 0.2241 0.1232 -0.7598
```
Positions in Å, forces in eV/Å.

The LUMO energy (alpha / beta) comes out at -4.53 / -4.53 eV. The value obtained for the total energy is -317.2829 Eh. The spin multiplicity is 1. For the frontier orbital gap (alpha / beta), the calculation gives 5.9 / 5.9 eV. The HOMO energy (alpha / beta) comes out at -10.5 / -10.5 eV. The strongest force on any atom is 0.06803 Eh/bohr. Its energy above the lowest of the compared OMol25 structures with the same formula, charge and spin is 156.5 kcal/mol.

Löwdin atomic charge list, values in e, 8 entries:
1. C -0.214
2. C -0.213
3. N 0.019
4. N 0.019
5. N 0.164
6. O -0.004
7. H 0.115
8. H 0.115



(4)
Formula: C16H24BaF12NO12PS2
Source: the Open Molecules 2025 dataset
Level of theory: the ωB97M-V functional and the def2-TZVPD basis

The geometry in XYZ format:
```
69
Properties=species:S:1:pos:R:3:forces:R:3
Ba -4.583504 -8.337031 -48.627678 -0.2729 0.0238 -0.5136
P -5.593812 -5.151840 -47.967870 -2.0191 2.3495 -0.8803
F -5.904951 -6.510301 -47.092536 0.4214 0.1517 -0.4417
F -5.205503 -4.367890 -46.638059 -0.0171 -0.3013 0.0051
F -4.002703 -5.622042 -48.133656 -0.1405 -0.4458 0.3185
F -5.288125 -3.853502 -48.877293 0.6430 -0.2032 0.2805
F -5.931169 -5.952103 -49.360735 0.6844 -0.9585 0.3518
F -7.134011 -4.712924 -47.923932 0.4530 -0.4015 0.7718
C -8.253599 -11.314320 -48.200871 0.3400 0.4506 -0.7027
F -9.045949 -11.704380 -47.238661 -0.3943 -0.2798 0.6699
F -7.076900 -11.932374 -48.103187 0.5302 -0.2701 0.3933
F -8.746642 -11.674249 -49.365691 -0.5303 0.1440 -0.4153
S -7.965144 -9.482032 -48.044482 0.3163 0.7264 -0.0478
O -9.249378 -8.893922 -47.773407 0.9556 -0.5250 -0.7416
O -6.954557 -9.363806 -47.025965 0.4863 -0.2873 0.2253
N -7.150799 -9.090804 -49.460443 -2.0043 -0.5410 1.7215
S -8.263586 -8.437920 -50.418707 -1.5108 1.1423 -2.7277
O -9.381290 -9.287150 -50.771520 0.9238 -0.1305 0.4289
O -8.603343 -7.069105 -50.130093 0.8837 -0.7113 -0.0218
C -7.240555 -8.429626 -52.035086 -0.7597 0.0913 1.7718
F -7.889917 -7.714268 -52.921670 0.0169 0.2947 -0.4045
F -6.031195 -7.893698 -51.803533 0.3759 0.1303 -0.1818
F -7.067537 -9.657225 -52.504133 0.1313 -0.3249 -0.1668
C -4.910273 -11.454443 -50.960793 -0.4775 -0.3108 -0.9267
O -3.947735 -10.562484 -50.411975 -0.6342 -0.1746 0.0084
C -2.647220 -10.956925 -50.755836 1.1178 0.1321 0.6630
C -1.721589 -9.783777 -50.456686 -0.5831 0.5185 -1.4719
O -1.952864 -9.166363 -49.206416 0.3952 -1.4541 -0.1702
C -1.378482 -9.970141 -48.176229 0.5133 1.6614 1.5181
H -5.865028 -11.412683 -50.439748 0.2426 0.1483 0.3645
H -4.537598 -12.481871 -51.001869 0.0341 0.0031 0.4130
H -5.140954 -11.196312 -52.000941 0.2021 0.1879 0.0626
H -2.535607 -11.204565 -51.817058 -0.1896 0.0090 -0.0062
H -2.338712 -11.835453 -50.169581 -0.2404 -0.0658 -0.0677
H -1.936305 -9.038292 -51.229098 -0.0322 0.2146 0.2711
H -0.675988 -10.061558 -50.617205 0.0399 -0.1230 0.3711
H -1.356736 -9.267789 -47.337761 0.0432 -0.2647 0.1887
H -0.326678 -10.181706 -48.375425 -0.1223 -0.3537 -0.3269
H -1.932937 -10.830226 -47.800399 -0.1809 -0.1800 -0.7427
C -2.349775 -6.997650 -45.821894 -0.3462 0.7377 -0.2975
O -3.273460 -7.945807 -46.346294 -0.3209 -0.2383 0.9622
C -4.064763 -8.599917 -45.340345 -0.4480 -0.9484 0.0604
C -3.913355 -10.115025 -45.490784 -0.0875 0.0401 0.1890
O -4.248522 -10.411399 -46.816676 0.1140 0.3901 -1.4426
C -4.424483 -11.764780 -47.129975 0.9165 -1.0764 0.6082
H -1.742886 -7.442917 -45.033366 0.2872 -0.0482 -0.2403
H -2.843450 -6.106669 -45.418933 -0.3035 -0.2502 0.1090
H -1.803075 -6.617036 -46.684316 0.4346 -0.3104 0.1881
H -5.138381 -8.431347 -45.466575 0.1132 0.6040 -0.2839
H -3.807877 -8.282534 -44.330622 0.2137 0.0825 -0.0551
H -4.664848 -10.672808 -44.915863 0.4330 0.3560 0.7190
H -2.882785 -10.429395 -45.272082 -0.1453 -0.1882 0.0817
H -3.496501 -12.334819 -46.961130 0.1553 0.2099 -0.0305
H -4.662515 -11.890036 -48.180115 -0.2832 0.2702 0.0074
H -5.144820 -12.266946 -46.479334 -0.3859 0.3178 -0.1663
C -2.186555 -3.752072 -52.102754 0.3833 0.0570 0.9233
C -2.467714 -4.576381 -51.074958 -0.0895 -0.0016 -0.1880
C -2.946944 -5.998256 -51.315307 -0.6866 0.6536 -1.1434
O -3.136687 -6.791014 -50.414578 0.2448 -0.1111 0.4808
C -3.286858 -6.305456 -52.699015 0.9540 -0.0543 0.3546
C -2.874017 -5.496380 -53.684791 -0.8466 -0.8556 -1.6922
C -2.254566 -4.147624 -53.503415 -0.3130 0.3699 1.4429
O -1.944565 -3.428080 -54.412417 0.1416 -0.0927 -0.6141
O -3.088128 -5.799246 -54.981573 0.4291 0.2262 0.2982
O -2.387047 -4.163537 -49.810679 -0.1740 -0.6325 -0.2231
H -1.887108 -2.749779 -51.824631 0.0510 0.0807 -0.3546
H -3.705260 -7.273661 -52.940981 -0.1732 -0.0172 0.1961
H -3.408272 -6.705591 -55.065763 -0.1124 0.0563 0.0356
H -2.921881 -4.786941 -49.276012 0.2033 0.3008 0.2338
```
Positions in Å, forces in eV/Å.

The LUMO energy comes out at -1.72 eV. The value obtained for the total energy is -3943.5748 Eh. The spin multiplicity is 1. For the frontier orbital gap, the calculation gives 8.0 eV. The HOMO energy comes out at -9.7 eV. The strongest force on any atom is 0.06458 Eh/bohr. Its energy above the lowest of the compared OMol25 structures with the same formula, charge and spin is 25.1 kcal/mol.

Löwdin atomic charge list, values in e, 8 entries:
1. Ba 2.122
2. P 0.180
3. F -0.242
4. F -0.110
5. F -0.259
6. F -0.130
7. F -0.235
8. F -0.112